[1]
C5H10O in the gas phase, computed with ωB97M-V with the def2-TZVPD basis set.

```
16
Properties=species:S:1:pos:R:3
C 1.46817 -0.92299 -0.07209
C 0.41051 -0.10676 0.64472
C 0.31984 1.38023 0.21986
C -0.99193 1.06980 -0.54217
C -1.03778 -0.32226 0.12420
O -1.28867 -1.37462 -0.77766
H 1.33103 -1.99275 0.12034
H 1.41233 -0.77615 -1.15612
H 2.46950 -0.63587 0.26698
H 0.47535 -0.25904 1.72759
H 0.17958 2.07374 1.05396
H 1.16166 1.73850 -0.38416
H -1.83885 1.74393 -0.38727
H -0.82827 0.97543 -1.62321
H -1.71144 -0.48398 0.98721
H -1.53103 -2.10719 -0.20218
```

Summary:
Energy above the lowest of the compared OMol25 structures with the same formula, charge and spin (kJ/mol): 96.1
Spin multiplicity: 1
DFT total energy (Eh): -271.71602
Lowest unoccupied orbital energy (eV): 0.920
SMILES string: C[C@H]1CC[C@H]1O

***

[2]
C5H10O in the gas phase, computed with ωB97M-V with the def2-TZVPD basis set.

```
16
Properties=species:S:1:pos:R:3
C -2.08131 -2.03092 -0.51780
C -1.53269 -1.15632 0.58903
C -0.06058 -0.74971 0.35764
C 0.27534 0.56990 0.25347
C 1.71093 0.97066 -0.23317
O 1.85192 2.35521 -0.26180
H -1.82870 -1.67487 -1.56804
H -3.16512 -1.91402 -0.36976
H -1.89815 -3.09934 -0.50464
H -1.59829 -1.67901 1.71907
H -1.97102 -0.23365 0.77326
H 0.65539 -1.58664 0.07090
H -0.41171 1.49079 0.30564
H 1.91598 0.52653 -1.27139
H 2.55748 0.76022 0.50832
H 1.05869 2.94665 -0.26397
```

Summary:
Energy above the lowest of the compared OMol25 structures with the same formula, charge and spin (kJ/mol): 230.9
Spin multiplicity: 1
DFT total energy (Eh): -271.66466
Lowest unoccupied orbital energy (eV): 1.045
SMILES string: CC/C=C/CO

***

[3]
2 unconnected molecules or ions with the total composition C5H10O, computed with ωB97M-V with the def2-TZVPD basis set.

```
16
Properties=species:S:1:pos:R:3
C 1.72770 0.23030 0.15034
C 0.69137 -0.82719 0.42745
C -0.37979 -1.07846 -0.33085
C -0.71882 -0.38953 -1.63104
H 2.55742 -0.25155 -0.37610
H 2.13097 0.67721 1.07037
H 1.35615 1.04983 -0.47984
H 0.83610 -1.40645 1.34329
H -1.08103 -1.84585 0.00295
H -1.80130 -0.39984 -1.82309
H -0.20988 -0.94809 -2.43120
H -0.36873 0.65356 -1.65227
C -1.18714 0.76253 1.57804
O -1.66174 1.37410 0.64771
H -0.27264 1.10535 2.10751
H -1.57847 -0.21189 1.93609
```

Summary:
Energy above the lowest of the compared OMol25 structures with the same formula, charge and spin (kJ/mol): 173.1
Spin multiplicity: 1
DFT total energy (Eh): -271.68667
Lowest unoccupied orbital energy (eV): 1.003
SMILES string: C/C=C\C.C=O

***

[4]
C5H10O in the gas phase, computed with ωB97M-V with the def2-TZVPD basis set.

```
16
Properties=species:S:1:pos:R:3
C -1.62561 -1.05525 0.52019
O -0.80621 -0.68800 1.60551
C 0.31207 0.17421 1.33814
C 0.92594 0.01200 -0.04476
C 1.22070 1.13627 -0.99830
C 0.13594 0.19909 -1.36012
H -1.08122 -0.93567 -0.40131
H -1.87310 -2.11591 0.58409
H -2.54034 -0.44687 0.44011
H 0.04838 1.22707 1.53425
H 1.03751 -0.11558 2.11353
H 1.63834 -0.81349 -0.08195
H 2.12631 1.10751 -1.58849
H 0.87737 2.12207 -0.70420
H -0.87385 0.61172 -1.40688
H 0.28673 -0.56982 -2.11517
```

Summary:
Energy above the lowest of the compared OMol25 structures with the same formula, charge and spin (kJ/mol): 219.1
Spin multiplicity: 1
DFT total energy (Eh): -271.66915
Lowest unoccupied orbital energy (eV): 1.108
SMILES string: COCC1CC1

***

[5]
2 unconnected molecules or ions with the total composition C5H10O, computed with ωB97M-V with the def2-TZVPD basis set.

```
16
Properties=species:S:1:pos:R:3
C 0.88294 1.99663 -0.36136
C 0.01186 1.64514 0.58041
C 0.44062 0.57316 1.66332
H 0.58230 2.70824 -1.13292
H 1.95950 1.93945 -0.26959
H -0.89352 2.23483 0.70423
H 0.76499 -0.38013 1.25939
H 1.10330 0.98006 2.45337
H -0.47127 0.20213 2.16096
C 0.29877 -1.12886 -1.59736
C -0.77979 -1.06609 -0.81828
O -0.96874 -1.85434 0.28944
H 0.29251 -0.81023 -2.62486
H 1.15694 -1.50106 -1.03780
H -1.73270 -0.70700 -1.18974
H -0.15048 -2.05683 0.75406
```

Summary:
Energy above the lowest of the compared OMol25 structures with the same formula, charge and spin (kJ/mol): 284.2
Spin multiplicity: 1
DFT total energy (Eh): -271.64437
Lowest unoccupied orbital energy (eV): 1.002
SMILES string: C=CC.C=CO

***

[6]
2 unconnected molecules or ions with the total composition C5H10O, computed with ωB97M-V with the def2-TZVPD basis set.

```
16
Properties=species:S:1:pos:R:3
C -0.31192 -1.56493 1.49495
C 1.25980 0.73439 0.44658
C 0.02973 -0.70209 -1.28161
C -1.07055 1.29474 -0.26813
C 0.01925 0.33350 -0.26130
O -0.16107 -2.53006 0.75160
H -0.58374 -1.64336 2.54579
H 2.14834 0.13598 0.02292
H 1.24821 0.59505 1.62513
H 1.50005 1.86273 0.30831
H -0.62704 -1.58158 -0.86005
H 1.00681 -1.08506 -1.48457
H -0.51312 -0.46070 -2.16595
H -0.67542 2.31695 -0.42027
H -1.59628 1.23162 0.72101
H -1.67306 1.06282 -1.17439
```

Summary:
Energy above the lowest of the compared OMol25 structures with the same formula, charge and spin (kJ/mol): 440.3
Spin multiplicity: 1
DFT total energy (Eh): -271.58492
Lowest unoccupied orbital energy (alpha / beta) (eV): 0.289 / 0.673

***

[7]
A molecular structure, C5H10O, computed with ωB97M-V with the def2-TZVPD basis set.

```
16
Properties=species:S:1:pos:R:3
C 1.04644 1.39660 0.15117
C 0.63162 -0.06883 -0.12978
C 1.61591 -1.22733 0.03353
C -0.61166 -0.41061 -0.34048
C -1.78733 0.45851 -0.21011
H 1.42855 1.47496 1.13748
H 1.83417 1.58494 -0.60883
H 0.28287 2.16838 -0.11715
H 1.11728 -2.28484 0.26283
H 2.32385 -1.38129 -0.99950
H 2.35463 -1.00585 0.95233
H -0.97325 -1.41985 -0.63241
H -1.49938 1.37497 0.57283
H -2.12333 1.05621 -1.26701
H -2.66800 -1.32098 1.01417
O -2.97235 -0.39497 0.18093
```

Summary:
Energy above the lowest of the compared OMol25 structures with the same formula, charge and spin (kJ/mol): 400.0
Spin multiplicity: 1
DFT total energy (Eh): -271.60025
Lowest unoccupied orbital energy (eV): 0.592

***

[8]
A molecular structure, C5H10O, computed with ωB97M-V with the def2-TZVPD basis set.

```
16
Properties=species:S:1:pos:R:3
C 2.08694 0.17127 0.32571
C 0.60337 0.42096 0.15807
C -0.10434 -0.52857 -0.82297
C -1.60187 -0.47326 -0.59423
C -1.38519 0.42683 1.33541
O -0.06276 0.17159 1.39622
H 2.51088 0.85987 1.06203
H 2.61036 0.31244 -0.62557
H 2.25725 -0.85385 0.67003
H 0.40965 1.46509 -0.13884
H 0.14352 -0.25716 -1.85566
H 0.26844 -1.54374 -0.64403
H -2.09645 -1.43460 -0.76549
H -2.12559 0.31327 -1.13826
H -1.96989 -0.46519 0.68432
H -1.57205 1.37846 0.80291
```

Summary:
Energy above the lowest of the compared OMol25 structures with the same formula, charge and spin (kJ/mol): 379.1
Spin multiplicity: 1
DFT total energy (Eh): -271.60824
Lowest unoccupied orbital energy (eV): 1.073

***

[9]
C5H10O in the gas phase, computed with ωB97M-V with the def2-TZVPD basis set.

```
16
Properties=species:S:1:pos:R:3
C 1.53739 -0.15052 1.16598
C 0.92060 0.00017 -0.20716
C 0.06206 -1.09130 -0.80833
C -0.55409 0.21916 -0.43963
C -1.53695 0.32849 0.70264
O -0.90316 1.00419 -1.55248
H 2.50544 -0.66092 1.10359
H 1.70594 0.82084 1.64612
H 0.90431 -0.74395 1.83378
H 1.55018 0.51744 -0.92985
H 0.17340 -1.30576 -1.86677
H -0.17024 -1.95528 -0.19005
H -2.54822 0.10018 0.35030
H -1.54546 1.34430 1.11882
H -1.29824 -0.35870 1.51891
H -0.80268 1.93211 -1.30056
```

Summary:
Energy above the lowest of the compared OMol25 structures with the same formula, charge and spin (kJ/mol): 90.4
Spin multiplicity: 1
DFT total energy (Eh): -271.71818
Lowest unoccupied orbital energy (eV): 0.999
SMILES string: C[C@H]1C[C@]1(C)O

***

[10]
C5H10O in the gas phase, computed with ωB97M-V with the def2-TZVPD basis set.

```
16
Properties=species:S:1:pos:R:3
C -2.29179 -0.57217 0.09881
O -1.17210 -0.27092 0.89211
C -0.17965 0.44473 0.20722
C 0.58530 -0.27335 -0.92854
C 1.90669 0.19362 -0.28413
C 1.12927 0.54378 1.00087
H -2.03981 -1.27240 -0.71186
H -2.73937 0.32833 -0.35653
H -3.02485 -1.05184 0.75327
H -0.56734 1.42374 -0.11684
H 0.44031 -1.35395 -0.83607
H 0.40013 0.02913 -1.96698
H 2.33803 1.06708 -0.78235
H 2.68758 -0.56049 -0.17619
H 1.15406 -0.27824 1.72304
H 1.37161 1.48503 1.50382
```

Summary:
Energy above the lowest of the compared OMol25 structures with the same formula, charge and spin (kJ/mol): 129.1
Spin multiplicity: 1
DFT total energy (Eh): -271.70344
Lowest unoccupied orbital energy (eV): 1.190
SMILES string: COC1CCC1

***

Q: Look up the DFT total energy of the ninth one.
A: -271.71818 Eh